Computed, not measured: the ion C4H12NS with charge +1 in a non-equilibrium geometry, with ωB97M-V/def2-TZVPD.

CARTESIAN COORDINATES (ANGSTROEM)
C -0.062 -2.490 -0.042
C 0.309 -1.055 0.237
N 1.428 -0.850 1.246
C 0.477 -0.146 -1.002
C 0.277 1.352 -0.803
S -1.295 1.675 0.129
H 0.510 -2.943 -0.844
H -0.216 -3.106 0.846
H -1.117 -2.408 -0.332
H -0.552 -0.555 0.692
H 2.326 -1.038 0.798
H 1.455 0.119 1.534
H 1.352 -1.537 1.997
H -0.261 -0.528 -1.704
H 1.465 -0.336 -1.447
H 1.005 1.978 -0.292
H 0.175 1.820 -1.781
H -2.009 2.308 -0.826

Properties
net charge: +1
lowest unoccupied orbital energy: -0.1336 Ha
largest force on an atom: 0.0388 hartree/bohr
calculated total energy: -612.28411 Eh
Kohn-Sham gap: 9.223 eV
ΔE to the lowest compared entry with this formula, charge and spin: 0.560 eV
SMILES string: C[C@@H]([NH3+])CCS

=====

Computed, not measured: a structure of composition C19H20FN2O7PtSSe4, with ωB97M-V/def2-TZVPD.

CARTESIAN COORDINATES (ANGSTROEM)
Pt -0.302 -1.055 -0.215
C -1.604 -4.989 -5.904
C -2.185 -3.599 -6.142
C -1.868 -3.037 -7.520
C -0.374 -2.786 -7.667
C 0.109 -1.902 -6.549
C 1.225 -1.109 -6.691
C 1.657 -0.298 -5.645
F 2.770 0.433 -5.841
C 0.988 -0.224 -4.459
C -0.164 -1.004 -4.302
C -0.891 -0.939 -3.041
O -0.617 -0.056 -2.196
C -1.921 -1.908 -2.847
C -2.294 -2.683 -3.902
N -1.702 -2.665 -5.108
C -0.590 -1.858 -5.327
C -2.683 -2.120 -1.557
O -3.845 -2.481 -1.620
O -2.054 -2.011 -0.422
H -1.921 -5.672 -6.693
H -1.942 -5.388 -4.948
H -0.514 -4.961 -5.882
H -3.269 -3.639 -6.024
H -2.410 -2.098 -7.651
H -2.228 -3.735 -8.277
H -0.155 -2.317 -8.627
H 0.168 -3.736 -7.654
H 1.788 -1.115 -7.616
H 1.337 0.387 -3.638
H -3.131 -3.361 -3.788
Se -0.517 -0.277 4.625
Se -0.130 1.634 5.824
Se 1.203 -0.299 2.927
Se 0.103 -2.088 1.945
O 0.816 -2.268 -1.302
S 2.211 -1.655 -0.868
O 2.959 -1.369 -2.057
O 1.573 -0.355 -0.270
O 2.843 -2.464 0.122
C -3.955 -0.070 3.090
C -3.427 1.109 2.258
C -2.920 2.249 3.151
C -4.512 1.598 1.285
C -2.311 0.609 1.445
N -1.427 0.281 0.799
H -4.846 0.265 3.624
H -3.204 -0.393 3.805
H -4.222 -0.912 2.449
H -3.771 2.650 3.704
H -2.487 3.052 2.552
H -2.167 1.900 3.858
H -5.351 1.976 1.869
H -4.863 0.784 0.650
H -4.139 2.404 0.652

Properties
net charge: -1
lowest unoccupied orbital energy: 0.0451 Ha
largest force on an atom: 0.0154 hartree/bohr
calculated total energy: -11595.46620 Eh
Kohn-Sham gap: 4.525 eV

=====

Computed, not measured: a structure of composition C28H36CsGeN2O8 in a non-equilibrium geometry, with ωB97M-V/def2-TZVPD.

CARTESIAN COORDINATES (ANGSTROEM)
Cs 1.084 -0.881 -0.145
C 2.782 -2.882 1.551
C 2.779 -3.430 0.274
C 3.490 -2.819 -0.753
C 4.218 -1.662 -0.498
C 4.230 -1.115 0.783
C 3.508 -1.721 1.807
H 2.216 -3.351 2.346
H 2.211 -4.328 0.066
H 3.453 -3.230 -1.753
H 4.758 -1.176 -1.300
H 4.793 -0.210 0.975
H 3.514 -1.294 2.803
O -3.575 -1.829 -3.240
C -2.531 -1.365 -2.837
C -1.172 -2.034 -2.878
O -0.973 -3.228 -3.041
C -0.154 -0.984 -2.575
C -0.868 0.079 -1.894
O -0.339 0.922 -1.103
C -2.321 -0.063 -2.092
O -3.207 0.658 -1.666
O 1.086 -1.128 -2.675
C 1.422 2.285 -2.710
C 1.636 1.856 -1.279
O 2.467 0.998 -1.003
H 2.341 2.777 -3.045
H 0.581 2.972 -2.809
H 1.261 1.399 -3.328
O -3.175 -6.154 -3.358
C -3.523 -4.770 -3.247
N -4.602 -4.579 -2.322
C -4.447 -4.273 -1.008
O -5.369 -3.977 -0.271
C -3.055 -4.404 -0.471
C -2.434 -5.640 -0.395
C -1.210 -5.731 0.251
C -0.654 -4.576 0.771
N -1.223 -3.373 0.663
C -2.409 -3.306 0.063
H -2.213 -6.182 -3.399
H -3.854 -4.394 -4.212
H -2.657 -4.189 -2.936
H -5.553 -4.537 -2.651
H -2.909 -6.511 -0.831
H -0.694 -6.677 0.348
H 0.293 -4.615 1.299
H -2.867 -2.323 -0.015
C -0.269 7.500 1.095
C -0.306 6.211 0.283
C -0.850 5.022 1.067
C -0.803 3.703 0.278
Ge 0.933 2.859 0.293
C 1.057 1.604 1.824
C 0.517 2.095 3.184
C 1.602 2.505 4.177
C 2.346 3.776 3.781
H 0.105 8.344 0.509
H 0.381 7.393 1.969
H -1.266 7.765 1.460
H 0.703 5.976 -0.073
H -0.924 6.353 -0.610
H -1.883 5.242 1.359
H -0.286 4.941 2.004
H -1.112 3.869 -0.759
H -1.495 2.954 0.669
H 1.962 3.978 0.637
H 2.111 1.307 1.914
H 0.523 0.711 1.518
H -0.080 1.299 3.635
H -0.174 2.936 3.057
H 2.318 1.681 4.276
H 1.151 2.635 5.165
H 2.785 3.693 2.785
H 3.155 4.007 4.480
H 1.667 4.636 3.763

Properties
net charge: -1
lowest unoccupied orbital energy: 0.0663 Ha
largest force on an atom: 0.0838 hartree/bohr
calculated total energy: -3897.05947 Eh
Kohn-Sham gap: 5.881 eV
ΔE to the lowest compared entry with this formula, charge and spin: 2.569 eV

=====

Computed, not measured: a structure of composition C2F6NO2S2Sc in a non-equilibrium geometry, with ωB97M-V/def2-TZVPD.

CARTESIAN COORDINATES (ANGSTROEM)
Sc 0.774 0.741 -2.681
N 0.141 0.735 0.572
S 0.747 -0.714 0.072
O 1.439 -0.551 -1.306
C 2.234 -0.645 1.211
F 1.841 -0.227 2.397
F 3.160 0.156 0.730
F 2.711 -1.873 1.302
S -1.105 1.386 -0.210
O -0.872 1.338 -1.748
C -2.516 0.127 -0.113
F -2.610 -0.592 -1.219
F -2.297 -0.670 0.918
F -3.646 0.788 0.076

Properties
net charge: +2
lowest unoccupied orbital energy: -0.4318 Ha
largest force on an atom: 0.0762 hartree/bohr
calculated total energy: -2437.02363 Eh
Kohn-Sham gap: 6.784 eV
ΔE to the lowest compared entry with this formula, charge and spin: 0.240 eV

=====

Computed, not measured: an isolated molecule of C5H10O in a non-equilibrium geometry, with ωB97M-V/def2-TZVPD.

CARTESIAN COORDINATES (ANGSTROEM)
O 1.969 -0.879 0.172
C 0.597 -0.735 -0.708
C 0.262 0.717 -1.017
C -0.444 1.221 0.256
C -1.270 0.008 0.720
C -0.357 -1.182 0.366
H 2.305 -0.049 0.561
H 0.828 -1.399 -1.539
H 1.165 1.266 -1.290
H -0.431 0.778 -1.870
H -1.043 2.121 0.080
H 0.305 1.467 1.019
H -1.484 0.043 1.794
H -2.246 -0.004 0.207
H 0.662 -1.199 0.956
H -0.818 -2.173 0.292

Properties
lowest unoccupied orbital energy: 0.0381 Ha
largest force on an atom: 0.0673 hartree/bohr
calculated total energy: -271.68514 Eh
Kohn-Sham gap: 10.485 eV
ΔE to the lowest compared entry with this formula, charge and spin: 1.836 eV
SMILES string: OC1CCCC1

=====

Computed, not measured: an isolated molecule of C4H9NO2, with ωB97M-V/def2-TZVPD.

CARTESIAN COORDINATES (ANGSTROEM)
C -1.755 0.126 -0.512
C -0.453 0.484 0.197
C -0.182 -0.295 1.484
O 1.137 -0.652 1.049
C 0.935 -0.085 -0.263
N 1.985 0.813 -0.637
O 0.884 -1.036 -1.272
H -2.596 0.463 0.108
H -1.864 0.596 -1.494
H -1.890 -0.960 -0.631
H -0.388 1.567 0.329
H -0.173 0.274 2.419
H -0.818 -1.185 1.607
H 2.555 0.383 -1.356
H 2.573 1.017 0.173
H 0.049 -1.511 -1.203

Properties
lowest unoccupied orbital energy: 0.0325 Ha
largest force on an atom: 0.0084 hartree/bohr
calculated total energy: -363.02649 Eh
Kohn-Sham gap: 10.538 eV
ΔE to the lowest compared entry with this formula, charge and spin: 1.607 eV
SMILES string: C[C@H]1CO[C@@]1(N)O